1.
A cluster of 7 separate species, C13H34ClF3N13O9 in total at a distorted geometry. Source: OMol25; level of theory: ωB97M-V/def2-TZVPD.

Its orbital gap is 7.762 eV. As for the total energy: -72514.88266 eV. Its energy relative to the best compared isomer or geometry (same formula, charge and spin) is 0.0 kcal per mole.

ORCA input file:
```
! wB97M-V def2-TZVPD RIJCOSX def2/J DEFGRID3
* xyz -1 1
C -1.89 -0.03 -3.37
O -1.54 -0.03 -2.01
C -1.88 1.18 -1.33
C -0.65 1.88 -0.71
C -0.37 3.30 -1.24
C -0.70 3.58 -2.71
C -2.04 4.23 -2.99
F -1.91 5.47 -3.52
F -2.83 4.35 -1.91
F -2.76 3.51 -3.91
N 0.51 1.00 -0.74
Cl 1.31 0.98 -2.30
C -0.96 2.07 0.82
O -1.98 2.74 1.07
O -0.11 1.57 1.63
H -1.52 0.86 -3.89
H -1.44 -0.90 -3.84
H -2.96 -0.10 -3.51
H -2.57 0.91 -0.53
H -2.43 1.82 -2.00
H 0.69 3.47 -1.11
H -0.87 4.01 -0.59
H 0.05 4.28 -3.08
H -0.59 2.70 -3.31
H 1.21 1.37 -0.11
C 3.76 4.29 0.07
O 2.88 3.46 -0.06
N 3.62 5.37 0.90
N 4.95 4.20 -0.59
H 4.33 6.06 1.03
H 2.75 5.46 1.40
H 5.08 3.41 -1.20
H 5.70 4.86 -0.49
C 3.29 0.49 2.96
O 4.28 -0.21 3.16
N 3.29 1.53 2.07
N 2.10 0.30 3.59
H 2.47 2.08 1.87
H 4.13 1.72 1.56
H 2.03 -0.46 4.23
H 1.29 0.87 3.42
C -0.48 -2.43 5.25
O 0.08 -1.35 5.12
N 0.16 -3.53 5.77
N -1.78 -2.61 4.88
H -0.28 -4.42 5.87
H 1.12 -3.42 6.04
H -2.25 -1.83 4.47
H -2.26 -3.49 4.96
C -6.22 -0.39 -4.26
O -5.14 -0.89 -4.00
N -7.39 -0.83 -3.70
N -6.34 0.67 -5.12
H -8.28 -0.43 -3.90
H -7.33 -1.60 -3.06
H -5.50 1.02 -5.53
H -7.21 1.11 -5.34
C 0.60 -2.70 0.93
O 0.89 -3.90 1.08
N 0.50 -1.84 1.97
N 0.37 -2.16 -0.30
H 0.27 -0.86 1.87
H 0.68 -2.20 2.89
H 0.43 -2.78 -1.09
H 0.15 -1.19 -0.44
C 3.79 -7.34 0.84
O 4.63 -8.24 0.82
N 2.93 -7.16 1.89
N 3.64 -6.44 -0.17
H 2.24 -6.43 1.90
H 3.00 -7.79 2.66
H 4.26 -6.53 -0.96
H 2.97 -5.70 -0.15
*
```

***

2.
A structure of composition C13H34KN2O5 at a distorted geometry. Source: OMol25; level of theory: ωB97M-V/def2-TZVPD.

Its orbital gap is 5.969 eV. As for the total energy: -43565.29739 eV. Its energy relative to the best compared isomer or geometry (same formula, charge and spin) is 87.3 kcal per mole.

ORCA input file:
```
! wB97M-V def2-TZVPD RIJCOSX def2/J DEFGRID3
* xyz 1 1
K -20.40 -5.01 -22.22
C -25.20 -1.20 -18.00
O -25.60 -1.85 -19.24
C -26.36 -1.16 -20.20
C -27.66 -0.53 -19.68
N -28.60 -1.47 -19.11
C -29.81 -1.04 -18.31
C -30.05 -2.23 -17.45
O -28.86 -2.60 -16.70
C -29.08 -3.78 -15.91
H -24.40 -0.52 -18.28
H -24.70 -1.93 -17.36
H -26.01 -0.75 -17.43
H -26.54 -1.80 -21.06
H -25.71 -0.35 -20.55
H -28.20 0.09 -20.39
H -27.46 0.25 -18.94
H -28.09 -2.07 -18.48
H -30.63 -0.73 -18.96
H -29.43 -0.28 -17.62
H -30.23 -3.14 -18.01
H -30.87 -2.02 -16.76
H -29.11 -4.69 -16.53
H -30.02 -3.70 -15.36
H -28.26 -3.97 -15.23
C -16.52 -7.32 -24.01
O -17.70 -8.14 -23.94
C -17.94 -9.00 -25.09
C -19.12 -9.95 -24.74
N -20.38 -9.22 -24.76
C -21.44 -10.10 -24.33
C -22.89 -9.50 -24.26
O -22.96 -8.42 -23.35
C -24.19 -8.38 -22.60
H -16.46 -6.67 -23.14
H -16.54 -6.62 -24.85
H -15.60 -7.91 -23.99
H -17.07 -9.60 -25.39
H -18.16 -8.45 -26.01
H -19.04 -10.34 -23.72
H -19.24 -10.74 -25.48
H -20.54 -8.95 -25.72
H -21.25 -10.58 -23.37
H -21.59 -10.89 -25.07
H -23.68 -10.25 -24.17
H -23.08 -9.09 -25.26
H -25.05 -8.12 -23.20
H -23.95 -7.63 -21.85
H -24.36 -9.34 -22.10
C -17.00 -8.05 -17.97
O -17.46 -6.73 -17.94
H -17.20 -8.64 -17.07
H -17.40 -8.68 -18.76
H -15.92 -8.25 -17.99
H -17.17 -6.35 -17.10
*
```

***

3.
A structure of composition C13H34N4O5P2Se2TeW at a distorted geometry. Source: OMol25; level of theory: ωB97M-V/def2-TZVPD.

Its orbital gap (spin up / spin down) is 6.222 / 5.962 eV. As for the total energy: -188621.93830 eV. Its energy relative to the best compared isomer or geometry (same formula, charge and spin) is 32.2 kcal per mole.

ORCA input file:
```
! wB97M-V def2-TZVPD RIJCOSX def2/J DEFGRID3
* xyz 0 3
W -0.35 0.87 0.33
O -2.04 -3.64 4.84
C -2.62 -3.25 3.61
C -2.41 -1.76 3.28
C -3.17 -1.54 1.95
O -3.09 -0.22 1.45
C -3.05 -0.92 4.34
Se -0.24 1.81 2.47
C -0.89 -1.47 3.20
Se -0.06 -1.46 1.44
H -2.38 -3.06 5.53
H -3.70 -3.47 3.61
H -2.15 -3.86 2.84
H -4.22 -1.83 2.10
H -2.74 -2.17 1.18
H -3.38 0.41 2.12
H -2.50 -0.17 4.89
H -4.11 -1.04 4.55
H -0.37 -2.26 3.74
H -0.65 -0.53 3.68
C 0.45 -3.36 -1.40
N -0.34 -2.40 -2.15
C -1.38 -2.99 -2.97
P -0.29 -0.78 -1.92
O -1.47 -0.10 -1.22
O 0.51 2.12 -1.37
P 1.53 2.17 -0.22
O 0.88 -0.47 -0.96
N 3.04 1.54 -0.32
C 4.09 2.19 -1.09
C 3.39 0.22 0.19
N 1.82 3.75 0.16
C 0.82 4.77 -0.11
C 2.67 4.06 1.30
N -0.25 -0.19 -3.45
C -0.83 1.10 -3.81
C 0.75 -0.67 -4.40
H 0.90 -4.07 -2.10
H -0.16 -3.91 -0.68
H 1.25 -2.85 -0.85
H -0.95 -3.65 -3.72
H -1.95 -2.21 -3.48
H -2.08 -3.57 -2.35
H 3.76 3.17 -1.43
H 4.36 1.58 -1.96
H 4.99 2.32 -0.47
H 2.59 -0.17 0.82
H 4.30 0.30 0.79
H 3.56 -0.48 -0.63
H 0.19 4.46 -0.94
H 1.33 5.70 -0.37
H 0.19 4.94 0.76
H 3.39 3.26 1.48
H 2.07 4.20 2.20
H 3.23 4.98 1.10
H -1.56 1.40 -3.07
H -1.32 1.00 -4.78
H -0.06 1.88 -3.88
H 1.11 -1.65 -4.10
H 1.60 0.02 -4.46
H 0.30 -0.75 -5.39
Te -2.30 2.68 0.12
*
```